Molecular formula: C16H24FeNO3
Method: DFT, ωB97M-V/def2-TZVPD

Geometry as XYZ:
```
45
C16H24FeNO3 ωB97M-V/def2-TZVPD
C -0.286 -1.528 -1.110
C 1.107 -1.637 -0.562
C 1.663 -0.673 0.207
Fe 2.676 -0.623 -1.724
C 2.581 1.238 -1.480
O 2.530 2.366 -1.322
C 1.487 -0.615 -3.170
O 0.759 -0.634 -4.046
C 4.682 -0.804 -1.021
C 4.687 -0.274 -2.368
C 4.069 -1.249 -3.234
C 3.676 -2.382 -2.427
C 4.059 -2.109 -1.061
H -1.010 -1.967 -0.424
H -0.556 -0.483 -1.273
H -0.383 -2.038 -2.071
H 1.592 -2.613 -0.637
H 1.136 0.260 0.395
H 2.602 -0.809 0.741
H 5.098 -0.323 -0.134
H 5.067 0.702 -2.680
H 3.903 -1.135 -4.305
H 3.194 -3.293 -2.792
H 3.953 -2.801 -0.223
C -1.409 4.052 0.541
O -1.764 2.692 0.501
C -2.781 2.360 1.434
C -3.089 0.868 1.372
C -4.269 0.437 2.266
C -3.900 -0.975 2.752
C -2.366 -1.041 2.687
N -1.913 0.082 1.837
H -0.591 4.209 -0.164
H -2.263 4.668 0.250
H -1.078 4.322 1.545
H -2.433 2.624 2.438
H -3.674 2.955 1.217
H -3.303 0.600 0.325
H -4.363 1.130 3.108
H -5.222 0.459 1.722
H -4.277 -1.177 3.762
H -4.343 -1.729 2.092
H -1.924 -0.906 3.680
H -2.010 -2.003 2.301
H -1.316 -0.202 1.055
```

Gap between HOMO and LUMO (spin up / spin down) (Ha): 0.28095 / 0.18787
LUMO level (spin up / spin down) (eV): -3.273 / -5.807
E (eV): -58990.5679
2S+1: 5
ΔE to the lowest compared entry with this formula, charge and spin (kJ/mol): 0.00
Total charge: +1
F_max (eV/A): 5.31

Charges computed using natural (NBO), reported in e:
1. C -0.670
2. C -0.215
3. C -0.451
4. Fe 0.789
5. C 0.526
6. O -0.371
7. C 0.528
8. O -0.388
9. C -0.316
10. C -0.312
11. C -0.294
12. C -0.320
13. C -0.323
14. H 0.266
15. H 0.230
16. H 0.234
17. H 0.249
18. H 0.246
19. H 0.254
20. H 0.266
21. H 0.268
22. H 0.266
23. H 0.265
24. H 0.264
25. C -0.243
26. O -0.557
27. C -0.060
28. C -0.067
29. C -0.412
30. C -0.416
31. C -0.221
32. N -0.642
33. H 0.184
34. H 0.173
35. H 0.170
36. H 0.173
37. H 0.170
38. H 0.177
39. H 0.209
40. H 0.226
41. H 0.225
42. H 0.204
43. H 0.188
44. H 0.179
45. H 0.349

***

Molecular formula: C16H24N2O2S
Method: DFT, ωB97M-V/def2-TZVPD

Geometry as XYZ:
```
45
C16H24N2O2S ωB97M-V/def2-TZVPD
C -7.378 -1.308 0.479
C -6.111 -0.515 0.386
C -5.129 -0.833 -0.541
C -3.965 -0.091 -0.644
C -3.777 1.000 0.188
C -4.748 1.330 1.127
C -5.899 0.577 1.223
H -6.649 0.842 1.954
H -4.590 2.180 1.774
S -2.333 2.030 0.145
C -1.556 1.608 -1.444
C -0.848 0.257 -1.482
O -0.793 -0.394 -2.503
N -0.297 -0.115 -0.314
H -0.389 0.500 0.481
C 0.499 -1.312 -0.179
C 1.993 -1.040 -0.371
C 2.551 -0.105 0.715
N 3.961 0.208 0.636
C 4.359 0.949 -0.546
C 5.790 1.451 -0.336
O 6.678 0.382 -0.110
C 6.275 -0.369 1.011
C 4.857 -0.916 0.833
H 4.557 -1.459 1.732
H 4.853 -1.609 -0.025
H 6.996 -1.183 1.110
H 6.306 0.261 1.912
H 6.154 1.969 -1.225
H 5.806 2.137 0.524
H 3.687 1.799 -0.679
H 4.336 0.326 -1.457
H 2.377 -0.555 1.698
H 2.017 0.849 0.679
H 2.139 -0.594 -1.356
H 2.522 -1.994 -0.343
H 0.314 -1.747 0.807
H 0.159 -2.008 -0.951
H -2.299 1.663 -2.239
H -0.813 2.393 -1.606
H -3.222 -0.378 -1.371
H -5.268 -1.679 -1.199
H -7.631 -1.508 1.519
H -7.285 -2.253 -0.050
H -8.203 -0.749 0.037
```

Gap between HOMO and LUMO (Ha): 0.32468
LUMO level (eV): 0.577
E (eV): -34892.1701
2S+1: 1
ΔE to the lowest compared entry with this formula, charge and spin (kJ/mol): 178.88
F_max (eV/A): 0.49
SMILES string: Cc1ccc(SCC(=O)NCCCN2CCOCC2)cc1

Charges computed using natural (NBO), reported in e:
1. C -0.625
2. C -0.027
3. C -0.188
4. C -0.270
5. C -0.080
6. C -0.251
7. C -0.199
8. H 0.211
9. H 0.217
10. S 0.225
11. C -0.633
12. C 0.659
13. O -0.628
14. N -0.626
15. H 0.408
16. C -0.221
17. C -0.433
18. C -0.204
19. N -0.446
20. C -0.253
21. C -0.070
22. O -0.522
23. C -0.070
24. C -0.252
25. H 0.203
26. H 0.168
27. H 0.191
28. H 0.165
29. H 0.192
30. H 0.165
31. H 0.203
32. H 0.170
33. H 0.190
34. H 0.189
35. H 0.211
36. H 0.207
37. H 0.194
38. H 0.232
39. H 0.252
40. H 0.254
41. H 0.226
42. H 0.211
43. H 0.218
44. H 0.216
45. H 0.221

***

Molecular formula: C16H24N4OS
Method: DFT, ωB97M-V/def2-TZVPD

Geometry as XYZ:
```
46
C16H24N4OS ωB97M-V/def2-TZVPD
N 3.083 -4.298 5.103
N 2.342 -1.929 5.285
O -2.886 1.746 0.865
S 2.588 -3.228 6.319
C 3.374 -3.359 1.615
C 2.921 -2.042 1.703
C 3.466 -4.138 2.764
C 2.650 -1.511 2.972
C 3.090 -3.626 3.995
C 2.678 -2.305 4.107
N 1.529 -0.432 0.330
N -0.972 0.640 -0.832
C 2.837 -1.145 0.476
C -2.897 0.594 -2.383
C -0.812 -0.682 -2.986
C -2.808 0.539 1.650
C 1.540 0.702 -0.586
C 0.198 1.515 -0.597
C 0.319 -1.328 0.153
C -1.392 -0.120 1.577
C -1.360 0.532 -2.285
C -1.053 -0.555 0.118
H -2.299 1.638 0.100
H 3.584 -3.808 0.639
H 3.799 -5.154 2.691
H 2.273 -0.513 3.074
H 2.975 -1.752 -0.408
H 3.647 -0.422 0.559
H -3.256 1.436 -1.834
H -3.352 -0.321 -1.930
H -3.210 0.672 -3.404
H 0.273 -0.672 -2.933
H -1.133 -1.634 -2.528
H -1.040 -0.708 -4.049
H -3.098 0.732 2.676
H -3.534 -0.204 1.323
H 2.340 1.421 -0.340
H 1.778 0.340 -1.590
H 0.085 2.074 0.308
H 0.231 2.336 -1.360
H 0.472 -1.884 -0.770
H 0.281 -2.087 0.924
H -0.635 0.586 1.975
H -1.366 -0.992 2.214
H -0.955 1.411 -2.809
H -1.832 -1.222 -0.229
```

Gap between HOMO and LUMO (Ha): 0.27071
LUMO level (eV): -0.885
E (eV): -35823.0138
2S+1: 1
ΔE to the lowest compared entry with this formula, charge and spin (kJ/mol): 186.96
F_max (eV/A): 3.85

Charges computed using natural (NBO), reported in e:
1. N -0.535
2. N -0.568
3. O -0.756
4. S 0.819
5. C -0.194
6. C -0.020
7. C -0.184
8. C -0.211
9. C 0.049
10. C 0.149
11. N -0.453
12. N -0.516
13. C -0.230
14. C -0.611
15. C -0.630
16. C -0.054
17. C -0.229
18. C -0.214
19. C -0.237
20. C -0.438
21. C -0.023
22. C -0.035
23. H 0.495
24. H 0.219
25. H 0.225
26. H 0.231
27. H 0.170
28. H 0.220
29. H 0.220
30. H 0.199
31. H 0.209
32. H 0.206
33. H 0.203
34. H 0.217
35. H 0.178
36. H 0.145
37. H 0.201
38. H 0.152
39. H 0.203
40. H 0.209
41. H 0.167
42. H 0.209
43. H 0.218
44. H 0.214
45. H 0.197
46. H 0.212

***

Molecular formula: C16H24NaO12
Method: DFT, ωB97M-V/def2-TZVPD

Geometry as XYZ:
```
53
C16H24NaO12 ωB97M-V/def2-TZVPD
Na 0.697 0.428 -0.644
C 3.538 5.868 1.954
C 4.019 4.860 0.952
C 4.650 3.614 1.574
O 4.092 2.522 0.824
C 3.022 2.958 0.164
O 2.300 2.245 -0.474
O 2.868 4.277 0.294
H 4.315 6.609 2.170
H 3.231 5.444 2.906
H 2.720 6.452 1.530
H 4.665 5.303 0.198
H 4.340 3.480 2.611
H 5.733 3.578 1.521
C -4.696 -0.525 -1.148
C -3.561 -0.140 -2.058
C -3.806 1.102 -2.930
O -2.704 1.965 -2.658
C -2.049 1.534 -1.564
O -1.187 2.156 -1.019
O -2.447 0.305 -1.214
H -4.572 -1.552 -0.803
H -5.652 -0.514 -1.675
H -4.730 0.147 -0.296
H -3.152 -0.962 -2.640
H -4.748 1.594 -2.687
H -3.800 0.886 -3.996
C -2.739 -0.910 5.318
C -1.428 -0.279 4.938
C -0.199 -1.208 4.870
O 0.488 -0.771 3.704
C -0.373 -0.098 2.916
O -0.130 0.207 1.788
O -1.506 0.177 3.558
H -2.976 -0.777 6.373
H -2.723 -1.994 5.166
H -3.567 -0.529 4.725
H -1.168 0.583 5.551
H -0.446 -2.269 4.839
H 0.428 -1.034 5.745
C 0.549 -5.761 -3.533
C 1.450 -4.568 -3.734
C 1.138 -3.715 -4.982
O 0.978 -2.396 -4.469
C 1.087 -2.398 -3.139
O 1.002 -1.426 -2.446
O 1.289 -3.627 -2.660
H 0.785 -6.215 -2.569
H 0.792 -6.528 -4.270
H -0.496 -5.465 -3.588
H 2.495 -4.870 -3.797
H 0.227 -4.011 -5.502
H 1.958 -3.754 -5.696
```

Gap between HOMO and LUMO (Ha): 0.43135
LUMO level (eV): -1.836
E (eV): -45965.9929
2S+1: 1
ΔE to the lowest compared entry with this formula, charge and spin (kJ/mol): 0.00
Total charge: +1
F_max (eV/A): 1.16

Charges computed using natural (NBO), reported in e:
1. Na 0.962
2. C -0.636
3. C 0.062
4. C -0.094
5. O -0.475
6. C 1.000
7. O -0.666
8. O -0.475
9. H 0.231
10. H 0.217
11. H 0.244
12. H 0.199
13. H 0.189
14. H 0.213
15. C -0.636
16. C 0.070
17. C -0.099
18. O -0.472
19. C 0.976
20. O -0.617
21. O -0.502
22. H 0.228
23. H 0.228
24. H 0.235
25. H 0.196
26. H 0.196
27. H 0.208
28. C -0.641
29. C 0.068
30. C -0.094
31. O -0.480
32. C 0.996
33. O -0.649
34. O -0.478
35. H 0.234
36. H 0.216
37. H 0.246
38. H 0.194
39. H 0.192
40. H 0.206
41. C -0.629
42. C 0.066
43. C -0.095
44. O -0.471
45. C 0.999
46. O -0.663
47. O -0.477
48. H 0.235
49. H 0.231
50. H 0.217
51. H 0.194
52. H 0.195
53. H 0.205